(1)
DFT (the ωB97M-V functional and the def2-TZVPD basis) results for the ion C4H11N2 with charge +1 at a distorted geometry.

Calculated values
Structure (SMILES): CC[N@@+]1(C)CN1
LUMO level, eV: -2.85
Total charge: +1
2S+1: 1

Cartesian coordinates (Å):
H (-1.478, -1.616, -1.107)
C (-1.504, 0.771, 0.114)
H (-2.399, 0.235, -0.266)
C (-0.578, -1.481, -0.589)
H (-1.596, 1.394, 1.078)
H (-1.659, -1.670, 1.283)
C (1.064, 0.139, 0.675)
N (-0.382, -0.293, 0.193)
N (-0.693, -1.539, 0.837)
H (1.557, 0.601, -1.467)
H (1.073, 0.656, 1.643)
H (0.207, -2.076, -1.090)
H (-1.302, 1.461, -0.740)
C (1.722, 1.052, -0.431)
H (1.567, 2.160, -0.473)
H (1.550, -0.873, 0.817)
H (2.852, 1.079, -0.477)



(2)
DFT (the ωB97M-V functional and the def2-TZVPD basis) results for a structure of composition CH6N4OS at a distorted geometry.

Calculated values
LUMO level, eV: 0.17
Total charge: 0
2S+1: 1

Cartesian coordinates (Å):
H (-1.918, -0.691, 0.469)
H (2.466, -1.998, 0.490)
N (-0.991, 1.530, 1.754)
C (0.886, -0.989, 0.133)
S (-1.158, 0.866, 0.369)
O (0.415, -1.302, 1.213)
H (2.615, -0.876, -0.971)
H (-0.058, 0.162, -1.422)
H (-0.596, 0.802, 2.454)
N (0.258, 0.076, -0.514)
H (-1.957, 2.613, -0.319)
N (2.118, -1.423, -0.309)
N (-1.837, 1.696, -0.700)



Copy entry 1 word for word.
DFT (the ωB97M-V functional and the def2-TZVPD basis) results for the ion C4H11N2 with charge +1 at a distorted geometry.

Calculated values
Structure (SMILES): CC[N@@+]1(C)CN1
LUMO level, eV: -2.85
Total charge: +1
2S+1: 1

Cartesian coordinates (Å):
H (-1.478, -1.616, -1.107)
C (-1.504, 0.771, 0.114)
H (-2.399, 0.235, -0.266)
C (-0.578, -1.481, -0.589)
H (-1.596, 1.394, 1.078)
H (-1.659, -1.670, 1.283)
C (1.064, 0.139, 0.675)
N (-0.382, -0.293, 0.193)
N (-0.693, -1.539, 0.837)
H (1.557, 0.601, -1.467)
H (1.073, 0.656, 1.643)
H (0.207, -2.076, -1.090)
H (-1.302, 1.461, -0.740)
C (1.722, 1.052, -0.431)
H (1.567, 2.160, -0.473)
H (1.550, -0.873, 0.817)
H (2.852, 1.079, -0.477)



- Which of these has the highest total charge?
  C4H11N2



- Among the records above, which one has the highest total charge?
  C4H11N2



- Number 2 is which compound?
  CH6N4OS